[1]
ORCA calculation (ωB97M-V/def2-TZVPD) on C38H96BeN6O12 as an isolated structure.

HOMO level (spin up / spin down) = -2.1 / -2.1 eV
Gap between HOMO and LUMO (spin up / spin down) = 3.9 / 3.8 eV
Electronic energy = -2751.031621 Eh

ORCA input file:
```
! wB97M-V def2-TZVPD RIJCOSX def2/J DEFGRID3
* xyz -1 2
Be 2.33854 1.19700 3.39467
C 0.53045 -1.34884 -0.55431
C 0.98665 -0.00952 0.02513
C 0.27261 1.18794 -0.50307
O 1.11767 0.08949 1.41722
H 0.71655 -1.31849 -1.62788
H -0.51594 -1.57690 -0.35143
H 1.08352 -2.21069 -0.18092
H 2.00579 0.15697 -0.32379
H -0.75031 1.28525 -0.13941
H 0.26810 1.04901 -1.58417
H 0.84013 2.11854 -0.50559
C -0.18281 -4.77472 -1.99341
C -1.35483 -5.43200 -2.81339
C -0.95514 -5.61847 -4.25313
O -1.70759 -6.66379 -2.29000
H 0.72485 -5.37036 -1.89616
H -0.59098 -4.60005 -0.99792
H 0.13206 -3.84676 -2.47074
H -2.24238 -4.80061 -2.77210
H -0.11297 -6.29524 -4.39743
H -0.80839 -4.56839 -4.50593
H -1.73575 -6.04121 -4.88562
C 7.65857 -2.59974 2.59949
O 6.41966 -1.99055 2.78026
C 5.78994 -1.64310 1.50541
C 4.44960 -0.92853 1.83147
N 4.64361 0.20504 2.75129
C 5.51434 1.31243 2.25674
C 4.85396 2.24127 1.13524
O 3.56527 2.78440 1.57632
C 3.00939 3.64670 0.50969
H 8.09286 -3.11633 3.45543
H 8.44161 -1.93328 2.23787
H 7.53587 -3.51299 2.01722
H 5.70673 -2.66787 1.14343
H 6.36597 -1.02080 0.82055
H 3.78228 -1.74850 2.09686
H 4.08441 -0.58504 0.86361
H 5.19156 -0.18193 3.50634
H 6.32352 0.66061 1.92741
H 5.86508 1.79017 3.17153
H 4.74374 1.45686 0.38648
H 5.48466 3.06095 0.79108
H 2.12189 4.23075 0.75327
H 2.88695 3.06278 -0.40253
H 3.77093 4.42181 0.42382
C 1.15796 4.55504 3.31649
O 0.81434 3.18486 3.06998
C -0.58107 2.90378 3.39062
C -0.63011 2.07511 4.68159
N 0.12485 0.84155 4.67411
C 0.38588 0.17795 5.98333
C 1.17325 -1.08797 5.80042
O 2.36059 -0.73575 5.10402
C 3.35957 -1.75496 4.93328
H 1.02446 4.76003 4.37869
H 0.45257 5.21486 2.81136
H 2.21154 4.69381 3.07395
H -0.96525 2.36151 2.52665
H -1.21789 3.77120 3.56428
H -1.64129 1.77695 4.95855
H -0.15471 2.50868 5.56143
H -0.44848 0.21227 4.13061
H -0.58120 0.01398 6.45870
H 0.88970 0.81733 6.70822
H 0.54599 -1.80693 5.27340
H 1.25131 -1.66774 6.72013
H 3.10340 -2.41339 4.10325
H 3.76448 -2.16000 5.86069
H 4.28005 -1.29051 4.57956
C 4.26077 2.74592 -3.26530
O 4.96381 2.45295 -2.06497
C 6.19964 1.72328 -2.12907
C 5.99966 0.25985 -2.60756
N 4.86428 -0.29659 -1.80831
C 3.92308 -1.16714 -2.66826
C 4.43975 -2.51504 -3.12814
O 3.99533 -2.70511 -4.43114
C 2.83665 -3.46509 -4.58552
H 3.50553 2.00166 -3.51786
H 4.74429 3.02215 -4.20232
H 3.74928 3.65574 -2.95113
H 6.66280 1.83033 -1.14819
H 6.72728 2.20714 -2.95100
H 6.95395 -0.22003 -2.39045
H 5.75181 0.25174 -3.66898
H 4.25227 0.44530 -1.49987
H 3.57944 -0.58688 -3.52460
H 3.02680 -1.35496 -2.07707
H 4.05434 -3.37091 -2.57402
H 5.52623 -2.55852 -3.20414
H 2.30889 -3.39820 -5.53688
H 2.02727 -3.19988 -3.90532
H 3.12803 -4.51363 -4.52420
C -7.90839 -5.11127 -3.63993
O -7.52699 -3.82935 -3.25381
C -7.89807 -2.79182 -4.11134
C -7.69357 -1.42850 -3.43416
N -6.21842 -1.11168 -3.67446
C -5.51144 -0.19410 -2.83079
C -4.21796 0.24224 -3.47470
O -3.60929 -0.95037 -4.07176
C -2.41043 -1.09934 -3.26815
H -7.82875 -5.68311 -2.71540
H -7.16825 -5.32466 -4.41114
H -8.92431 -5.05375 -4.03068
H -8.94731 -2.78876 -4.40664
H -7.28905 -2.87439 -5.01155
H -8.02836 -1.43370 -2.39686
H -8.30987 -0.62226 -3.83198
H -5.69552 -1.96994 -3.77471
H -5.37509 -0.81214 -1.94335
H -6.08111 0.71892 -2.65767
H -3.58824 0.77503 -2.76218
H -4.48734 0.89493 -4.30508
H -1.83923 -1.95796 -3.62114
H -2.51549 -1.23254 -2.19143
H -1.67785 -0.32938 -3.51020
C -1.98552 -2.99912 2.79609
C -2.59764 -1.55623 2.47669
C -3.84075 -1.21496 3.28650
O -4.07939 0.18874 3.07122
C -4.50662 0.43658 1.75072
N -1.47153 -0.72546 2.83034
H -1.53902 -3.15306 3.77846
H -1.19919 -3.22990 2.07739
H -2.66731 -3.81811 2.56688
H -2.72761 -1.51789 1.39514
H -3.71319 -1.39726 4.35355
H -4.73272 -1.80236 3.06869
H -3.72734 0.54647 0.99657
H -5.16737 1.30084 1.68304
H -5.19159 -0.33963 1.40955
H -1.83411 0.20217 2.66259
H -0.64592 -0.72115 2.24859
C -2.13188 5.41797 -1.20413
C -2.64866 5.51397 0.20814
C -4.14736 5.60477 0.37168
O -4.71608 6.67095 -0.49074
C -6.11567 6.70003 -0.54783
N -2.11335 4.37117 0.88913
H -1.04579 5.50390 -1.17052
H -2.57709 6.05706 -1.96666
H -2.28864 4.41693 -1.60593
H -2.26232 6.41181 0.69056
H -4.43142 5.88792 1.38521
H -4.71376 4.67779 0.28223
H -6.61041 6.95714 0.38878
H -6.54164 5.73209 -0.81195
H -6.42146 7.47905 -1.24619
H -1.17863 4.13505 0.58806
H -2.20132 4.48181 1.88919
*
```


[2]
ORCA calculation (ωB97M-V/def2-TZVPD) on a 8-piece molecular cluster, C38H96ClN6O18 overall.

HOMO level = -5.9 eV
Gap between HOMO and LUMO = 8.1 eV
Electronic energy = -3647.995549 Eh
ΔE to the lowest compared entry with this formula, charge and spin = 0.00 kcal per mole

ORCA input file:
```
! wB97M-V def2-TZVPD RIJCOSX def2/J DEFGRID3
* xyz -1 1
Cl 16.25222 15.27410 30.78353
O 17.13411 15.04003 29.65572
O 16.41635 14.18376 31.71936
O 16.59318 16.51146 31.45063
O 14.87450 15.31518 30.34440
C 19.58213 18.01460 31.02828
O 20.35008 17.88415 29.81272
C 19.73003 17.02957 28.90572
C 20.22815 17.38894 27.48640
N 21.66214 17.06359 27.22556
C 21.91373 15.65087 27.10627
C 23.35817 15.40273 26.95275
O 24.01309 15.74291 28.12861
C 25.41447 15.79527 27.95555
H 19.56142 17.07800 31.63419
H 18.53492 18.29512 30.82672
H 20.02272 18.75050 31.71416
H 18.63597 17.01338 28.95338
H 20.06080 16.00432 29.15105
H 20.18042 18.47987 27.41478
H 19.56896 16.90848 26.76170
H 22.17400 17.38284 28.05965
H 21.44976 15.34695 26.15306
H 21.50942 14.98916 27.88935
H 23.76449 15.91534 26.07062
H 23.47955 14.31276 26.76225
H 25.84486 14.77730 27.87522
H 25.87594 16.30113 28.80589
H 25.70918 16.38358 27.06759
C 11.50448 15.04409 29.77908
O 10.30898 15.37757 30.45066
C 9.24849 14.64895 29.94196
C 7.95716 15.24768 30.36968
N 7.70125 14.99978 31.76124
C 6.60558 15.76168 32.31070
C 5.28750 15.54780 31.64038
O 4.27501 16.24067 32.37161
C 2.97696 16.05012 31.82729
H 11.62813 13.94959 29.77556
H 12.35087 15.47368 30.29242
H 11.39260 15.36572 28.73195
H 9.32048 13.57621 30.25253
H 9.26370 14.55349 28.82912
H 7.12864 14.84372 29.76110
H 8.00014 16.32614 30.20713
H 7.50658 14.01731 31.92937
H 6.86673 16.82397 32.30290
H 6.51284 15.46565 33.35543
H 5.06235 14.44665 31.66465
H 5.30374 15.79548 30.56147
H 2.32019 16.78323 32.29040
H 2.60744 15.03974 32.04688
H 2.98083 16.23834 30.74319
C 19.21336 21.70489 26.36245
O 18.78244 20.50880 26.87880
C 17.37505 20.39698 26.84126
C 17.00266 18.98065 27.20983
N 15.58213 18.79761 26.99491
C 15.10796 17.55483 27.51225
C 15.53457 16.37865 26.71144
O 15.15925 16.55414 25.32826
C 13.77648 16.46902 25.10531
H 20.30076 21.70472 26.43265
H 18.83930 22.53959 26.97164
H 18.92775 21.80348 25.31047
H 16.94989 20.70268 25.86673
H 16.93860 21.08572 27.59346
H 17.23012 18.81021 28.26617
H 17.63550 18.27611 26.63657
H 15.40333 18.82932 25.99188
H 14.01968 17.56150 27.61111
H 15.48087 17.41590 28.53206
H 15.08351 15.45448 27.10848
H 16.61035 16.20698 26.66687
H 13.31653 15.65714 25.68626
H 13.58460 16.33970 24.04428
H 13.23272 17.38790 25.43545
C 21.52738 21.13132 36.37987
O 20.43055 21.09050 37.20668
C 19.47404 22.03988 36.84022
C 18.73560 21.72192 35.53149
N 18.19181 20.37264 35.51654
C 18.12456 19.80874 34.17592
C 17.82748 18.34701 34.23671
O 18.77711 17.67657 34.99715
C 18.56264 16.31000 34.95039
H 22.28494 20.49532 36.81986
H 21.90648 22.16083 36.30464
H 21.28300 20.76652 35.37554
H 19.92692 23.05105 36.78917
H 18.77262 22.08566 37.67549
H 19.35106 22.00511 34.65279
H 17.90293 22.45674 35.50912
H 18.82786 19.78531 36.05926
H 19.06086 20.06295 33.63834
H 17.30819 20.30460 33.64186
H 17.68969 17.92926 33.23070
H 16.84354 18.27144 34.74705
H 19.20631 15.78741 35.66860
H 18.84943 15.87839 33.96962
H 17.53116 15.98334 35.17258
C 18.26005 12.80873 34.36006
O 18.66531 11.58919 34.89093
C 18.07319 11.23704 36.13647
C 16.55957 11.17239 36.10118
N 15.92871 10.48012 37.19921
C 16.00979 11.21423 38.48863
C 15.47897 10.37543 39.59527
O 14.05721 10.21096 39.39078
C 13.40987 9.50487 40.41066
H 17.18825 13.02310 34.47813
H 18.41073 12.79474 33.28981
H 18.75425 13.62609 34.89986
H 18.44062 11.95537 36.89710
H 18.42688 10.22950 36.38031
H 16.28175 10.73488 35.13791
H 16.11102 12.17178 36.06614
H 16.30058 9.53515 37.29738
H 15.30363 12.04831 38.40533
H 17.02922 11.56916 38.69550
H 15.63029 10.91035 40.54240
H 15.93803 9.37563 39.60264
H 12.34103 9.47624 40.17205
H 13.51118 9.98398 41.39717
H 13.77701 8.46892 40.47665
C 12.37509 12.35597 27.20190
O 13.76940 12.28240 27.35798
C 14.12651 11.59658 28.54270
C 15.62958 11.60884 28.73904
N 16.32153 10.96560 27.63277
C 17.33504 11.69541 27.01588
C 17.94856 10.93066 25.88335
O 19.08900 11.55192 25.40438
C 18.80696 12.66193 24.62039
H 11.91602 12.99545 27.95369
H 11.88817 11.36366 27.23124
H 12.12080 12.74970 26.21224
H 13.84344 10.53508 28.41257
H 13.68954 12.00947 29.46110
H 15.86108 11.13388 29.69605
H 15.93088 12.66394 28.77744
H 15.77506 10.38809 27.03299
H 18.10571 11.99869 27.72744
H 16.96084 12.65202 26.57979
H 17.23036 10.79375 25.05803
H 18.26420 9.93656 26.20938
H 18.15915 12.42980 23.75787
H 19.74998 13.04896 24.22931
H 18.34565 13.48107 25.19964
C 16.28639 10.78829 32.11777
C 14.90129 11.24344 32.49772
O 14.92226 12.33160 33.33217
O 16.16548 9.56900 31.36413
H 16.84066 10.59785 33.04612
H 16.79178 11.55647 31.52181
H 14.35006 10.41725 32.95314
H 14.33286 11.45079 31.56620
H 15.43775 13.06213 32.93412
H 17.04060 9.17689 31.30446
*
```